Formula: C7H14N2O2S
Source: the OMol25 dataset
Level of theory: the ωB97M-V functional and the def2-TZVPD basis

Last column: Löwdin charge in e.
Atoms and positions in Å:
O -3.03418 -0.08975 1.40099  -0.08
C -2.82054 -1.18693 0.54918  -0.25
C -2.34174 -0.62008 -0.81431  -0.16
N -1.09973 0.11688 -0.74343  -0.11
C -1.00685 1.48992 -0.29073  -0.10
C 0.51158 1.76325 -0.21649  -0.11
N 1.10747 0.44531 -0.30839  -0.12
C 2.52122 0.24877 -0.55136  -0.19
C 3.22729 -0.14528 0.74780  -0.29
O 2.86034 -1.42045 1.24473  -0.14
C 0.11283 -0.50832 -0.64262  -0.72
S 0.36546 -2.13488 -0.81106  0.70
H -3.37576 -0.43884 2.24750  0.11
H -3.72260 -1.78516 0.47601  0.11
H -2.04539 -1.89193 0.91791  0.10
H -2.22055 -1.45069 -1.52438  0.10
H -3.15032 0.01981 -1.20698  0.13
H -1.43727 1.56457 0.71462  0.12
H -1.47520 2.12149 -1.00801  0.11
H 0.87088 2.31534 -1.12178  0.13
H 0.75669 2.31614 0.69095  0.12
H 2.96034 1.21050 -0.93798  0.14
H 2.69694 -0.58035 -1.29526  0.12
H 3.08295 0.66707 1.50895  0.12
H 4.31589 -0.10979 0.53442  0.11
H 2.34025 -1.91662 0.43972  0.05

SMILES string = OCCN1CCN(CCO)C1=S
2S+1 = 1
E_tot = -933.287992 Ha
HOMO = -8.4713 eV
HOMO-LUMO gap = 0.33637 hartree


Formula: C7H14N2O2S
Source: the OMol25 dataset
Level of theory: the ωB97M-V functional and the def2-TZVPD basis

Last column: Löwdin charge in e.
Atoms and positions in Å:
N 4.11632 1.02725 -0.67007  -0.21
S 2.63425 1.20450 -0.51461  0.70
O 2.52467 2.70458 0.30535  -0.18
O 1.85402 1.81528 -1.83599  -0.19
N 1.93111 0.08960 0.15813  -0.13
C 0.48689 -0.18259 0.01443  -0.48
C -0.02409 -1.08710 -1.18619  -0.08
C -1.46772 -1.51309 -0.64973  -0.13
C -1.42405 -1.08461 0.77456  -0.30
C -1.68887 0.47338 0.91393  -0.10
C -0.46588 1.02197 0.14882  -0.12
C 0.04966 -1.15240 1.14058  -0.09
H 4.23068 -0.00400 -0.73744  0.04
H 2.62236 2.84071 1.18703  0.01
H 2.55404 2.46339 -2.14054  0.10
H 0.65659 -1.92038 -1.32025  0.10
H -0.08121 -0.52695 -2.20554  0.13
H -2.12561 -1.06459 -1.31930  0.09
H -1.63724 -2.56206 -0.64995  0.10
H -2.10809 -1.61483 1.32619  0.11
H -1.71056 0.82421 1.89040  0.08
H -2.62222 0.70025 0.41733  0.10
H -0.70194 1.66682 -0.73238  0.13
H 0.08862 1.67150 0.76451  0.08
H 0.30176 -0.82950 2.13922  0.12
H 0.39670 -2.15155 1.06366  0.11

SMILES string = N=S(O)(O)=N[C@]12CC[C@H](CC1)C2
2S+1 = 1
E_tot = -933.167844 Ha
HOMO = -9.3429 eV
HOMO-LUMO gap = 0.36342 hartree


Formula: C7H14N2O3Tl
Source: the OMol25 dataset
Level of theory: the ωB97M-V functional and the def2-TZVPD basis

Last column: Löwdin charge in e.
Atoms and positions in Å:
C -1.08646 3.05533 1.20308  -0.05
C -1.71476 1.67717 1.37308  -0.21
C -0.75196 0.68863 1.92986  -0.02
O 0.54671 0.49318 1.10053  0.06
N 0.80011 -0.60704 0.54477  0.06
C -0.08823 -1.07715 -0.40829  0.04
C 0.85092 -1.46847 -1.80716  -0.22
C 1.07422 -0.33673 -2.80345  -0.04
N 1.29977 -2.57478 -1.99249  0.33
C 1.53961 -1.62276 1.58127  -0.36
O 2.02043 -1.11674 2.51008  0.35
O 1.50219 -2.88439 1.23773  0.24
H -1.79538 3.73356 0.74533  0.10
H -0.78861 3.45889 2.16787  0.10
H -0.17251 3.00481 0.60797  0.08
H -2.13256 1.31658 0.42766  0.12
H -2.53950 1.74144 2.09121  0.16
H -0.35235 1.08302 2.86510  0.17
H -1.21080 -0.27771 2.14921  0.15
H -0.66909 -1.95632 -0.13180  0.17
H -0.76892 -0.28901 -0.71432  0.14
H 1.86766 0.28689 -2.39115  0.13
H 0.18662 0.27135 -3.04698  -0.07
H 1.43222 -0.81076 -3.71165  0.10
H 1.19928 -3.36545 -1.35713  0.14
H 0.62494 -3.24601 1.03862  0.16
Tl -0.87356 0.82245 -5.20894  1.17

net charge = +3
2S+1 = 1
E_tot = -781.459505 Ha
HOMO = -21.3958 eV
HOMO-LUMO gap = 0.20006 hartree


Formula: C7H14N2OSi
Source: the OMol25 dataset
Level of theory: the ωB97M-V functional and the def2-TZVPD basis

Last column: Löwdin charge in e.
Atoms and positions in Å:
C 0.08920 3.04015 -0.58702  -0.04
C 0.02193 1.66188 -0.99493  -0.37
C 0.53432 1.20743 -2.24404  0.00
C 0.39856 -0.18259 -2.22709  -0.36
C 0.74978 -1.12967 -3.23000  -0.05
N -0.11398 -0.42622 -1.02321  0.00
N -0.47951 0.63476 -0.32487  0.08
H -0.07101 3.58232 -1.51925  0.09
H -0.67871 3.32994 0.10036  0.08
H 0.95519 3.32445 -0.17293  0.04
H 1.07991 1.74004 -3.05657  0.12
H 1.67569 -0.90565 -3.82784  0.10
H 0.88850 -2.20510 -2.90696  0.10
H -0.15176 -1.08027 -3.89242  0.10
H -0.13490 -1.31319 -0.49398  0.11
C 1.15810 -1.41371 3.02551  -0.16
Si -0.54786 -1.68850 2.09992  0.60
C -1.95704 -0.54877 2.54197  -0.22
O -0.77342 -2.73350 0.96941  -0.37
H 1.84407 -0.81172 2.43464  0.03
H 0.96390 -0.97497 4.04176  0.04
H 1.51626 -2.37460 3.20525  -0.02
H -2.84917 -0.70288 1.95846  0.01
H -2.23270 -0.61321 3.65796  0.05
H -1.88534 0.58359 2.46585  0.05

SMILES string = Cc1cc(C)[nH]n1.C[Si](C)=O
2S+1 = 1
E_tot = -749.349441 Ha
HOMO = -8.6779 eV
HOMO-LUMO gap = 0.33132 hartree